Density functional theory data (ωB97M-V/def2-TZVPD) for a molecular structure, C35H33AuClN4Si2.

XYZ file:
```
76
C35H33AuClN4Si2 (ωB97M-V/def2-TZVPD)
C -1.98968 0.88893 5.08342
C -0.72950 1.31462 4.57421
C -0.93826 1.84422 3.26738
H 0.22602 1.26736 5.09905
C -2.32817 1.74219 2.96375
C -2.97938 1.14142 4.08304
H -4.04974 0.93816 4.17213
H -2.17892 0.47851 6.07984
H -0.17213 2.27331 2.61918
H -2.81635 2.08217 2.04847
Au -1.33748 -0.14936 -0.64297
Si 0.34251 0.39854 -1.98562
C 1.86826 -0.61745 -2.46073
C 1.78469 -1.57555 -3.48294
H 0.81388 -1.96384 -3.80231
C 2.95097 -2.01623 -4.12470
H 2.88168 -2.70576 -4.97449
C 4.21112 -1.57496 -3.70039
H 5.12804 -1.93714 -4.18548
C 4.29461 -0.67329 -2.62383
H 5.27570 -0.34374 -2.26745
C 3.13145 -0.19626 -2.01598
H 3.20488 0.52139 -1.19255
C -0.44191 0.90885 -3.61926
C 0.28966 1.76961 -4.44072
H 1.32241 2.02280 -4.18474
C -0.30065 2.27912 -5.59835
H 0.27241 2.93601 -6.25161
C -1.60800 1.91554 -5.94747
H -2.06910 2.31095 -6.85587
C -2.31063 1.01275 -5.14451
H -3.31641 0.69190 -5.41615
C -1.70662 0.46399 -4.01378
H -2.22002 -0.29672 -3.42243
H 1.08183 1.57233 -1.48796
Si 1.65123 -3.55658 1.45207
C -1.92554 1.83233 -0.66230
C -1.10101 2.83937 -0.16937
H -0.16904 2.58332 0.33091
C -1.46156 4.18320 -0.40090
H -0.83251 4.99518 -0.01283
C -2.64014 4.46168 -1.09953
H -2.89845 5.49586 -1.32800
C -3.51526 3.43943 -1.49198
H -4.46942 3.67688 -1.97451
C -3.16468 2.10226 -1.22545
H -3.83032 1.28389 -1.51049
C 2.78415 -2.14328 1.07181
C 2.42472 -0.84841 1.46091
H 1.37604 -0.59049 1.61880
C 3.41207 0.10620 1.71483
H 3.12282 1.10276 2.07529
C 4.76296 -0.19425 1.49508
H 5.54126 0.54086 1.70714
C 5.10526 -1.43100 0.92172
H 6.14401 -1.63693 0.64940
C 4.12046 -2.39194 0.69540
H 4.42398 -3.35203 0.26943
H 2.37722 -4.70038 1.83877
Cl 0.35161 -3.86838 -0.12563
N -0.91777 -2.00597 4.15822
C 0.30107 -2.18753 4.78427
C 1.13975 -2.70962 3.86743
N 0.46311 -2.79369 2.62857
C -0.80618 -2.26910 2.83263
C -2.02153 -2.04435 2.03192
N -2.29239 -1.47201 0.82507
C -3.66515 -1.35526 0.72304
C -4.24563 -1.75823 1.88633
N -3.22038 -2.21277 2.67721
H -1.75347 -1.66236 4.62784
H 0.39799 -1.93290 5.82493
H 2.15623 -3.04680 3.99238
H -4.11581 -0.91759 -0.15424
H -5.26435 -1.70012 2.22605
H -3.33252 -2.58561 3.61962
```

Expectation value of S² = 2.03
HOMO-LUMO gap (alpha / beta) = 0.1680 / 0.1989 Eh
Spin multiplicity = 3
E_tot = -74752.5486 eV
Maximum force = 4.452 eV/Å
Net charge = +1
HOMO (alpha / beta) = -8.456 / -10.253 eV